# 1
ORCA calculation (ωB97M-V/def2-TZVPD) on a cluster of 16 separate species, C54H151N11O16 in total in a non-equilibrium geometry.

ORCA input file:
```
! RIJCOSX wB97M-V def2-TZVPD def2/J DEFGRID3
* xyz 0 1
C -4.835 3.545 -1.678
C -5.355 4.954 -1.517
C -4.183 5.919 -1.022
O -3.697 5.511 0.247
C -3.320 6.553 1.137
N -5.953 5.468 -2.753
H -5.621 2.847 -1.968
H -4.445 3.058 -0.784
H -4.141 3.669 -2.509
H -6.160 5.051 -0.789
H -4.604 6.925 -1.015
H -3.295 6.106 -1.625
H -4.246 7.119 1.243
H -2.448 6.958 0.623
H -3.118 6.171 2.137
H -5.264 5.708 -3.452
H -6.498 4.715 -3.149
C 7.930 -1.937 0.268
C 7.171 -2.010 1.604
C 8.188 -1.954 2.737
O 7.561 -1.966 3.996
C 8.408 -1.696 5.039
N 6.313 -0.878 1.779
H 8.798 -1.300 0.436
H 7.347 -1.618 -0.596
H 8.379 -2.897 0.011
H 6.508 -2.870 1.693
H 8.814 -1.063 2.681
H 8.794 -2.853 2.627
H 7.863 -1.927 5.954
H 8.551 -0.616 5.010
H 9.324 -2.284 5.081
H 5.390 -0.994 1.384
H 6.326 -0.503 2.716
C 0.975 5.404 1.929
C 0.849 4.301 0.748
C 0.101 4.712 -0.493
O -0.059 3.488 -1.219
C -1.399 3.364 -1.740
N 2.233 4.196 0.354
H 1.118 6.398 1.506
H 1.641 5.202 2.768
H -0.020 5.498 2.365
H 0.526 3.305 1.052
H 0.613 5.387 -1.178
H -0.832 5.100 -0.083
H -2.122 3.072 -0.978
H -1.300 2.458 -2.338
H -1.825 4.119 -2.400
H 2.757 3.511 0.879
H 2.252 3.846 -0.594
C -0.406 8.483 -2.037
C 1.000 8.503 -2.652
C 0.877 7.650 -3.936
O 0.389 6.266 -3.705
C 0.735 5.323 -4.678
N 1.337 9.924 -2.892
H -0.453 9.142 -1.170
H -0.613 7.500 -1.614
H -1.206 8.530 -2.775
H 1.750 8.020 -2.027
H 1.787 7.593 -4.534
H 0.120 8.124 -4.560
H 0.218 5.477 -5.625
H 0.465 4.280 -4.514
H 1.776 5.461 -4.968
H 1.041 10.607 -2.210
H 2.322 10.100 -3.031
C -1.599 3.089 -6.939
C -0.165 3.047 -7.520
C 0.700 1.834 -6.890
O 0.432 1.701 -5.485
C 1.614 1.408 -4.705
N -0.399 2.932 -8.945
H -2.222 2.209 -7.097
H -2.222 3.809 -7.470
H -1.638 3.236 -5.860
H 0.476 3.894 -7.278
H 1.730 2.139 -7.075
H 0.522 0.896 -7.416
H 1.317 1.231 -3.672
H 2.188 2.335 -4.726
H 2.286 0.638 -5.083
H -0.986 3.718 -9.186
H 0.424 3.011 -9.524
C 2.011 -6.524 -0.431
C 3.543 -6.759 -0.591
C 4.192 -6.081 -1.854
O 4.047 -6.682 -3.169
C 4.912 -7.758 -3.431
N 4.205 -6.406 0.673
H 1.876 -5.472 -0.181
H 1.673 -7.253 0.305
H 1.491 -6.606 -1.385
H 3.564 -7.836 -0.760
H 5.246 -5.978 -1.595
H 3.752 -5.089 -1.945
H 5.412 -8.291 -2.622
H 5.729 -7.495 -4.102
H 4.271 -8.511 -3.890
H 3.830 -6.982 1.413
H 5.174 -6.636 0.506
C -2.591 -7.164 1.631
C -1.709 -6.337 2.565
C -1.279 -7.013 3.920
O -0.693 -6.012 4.789
C -0.029 -6.457 5.976
N -0.504 -6.161 1.775
H -2.250 -8.151 1.319
H -2.810 -6.597 0.726
H -3.539 -7.164 2.170
H -2.148 -5.351 2.717
H -0.654 -7.900 3.817
H -2.164 -7.312 4.481
H 0.773 -5.806 6.323
H 0.392 -7.453 5.835
H -0.831 -6.413 6.713
H -0.764 -5.730 0.899
H -0.429 -7.160 1.643
C 1.579 -2.707 3.350
C 2.203 -3.422 2.122
C 3.647 -2.877 1.924
O 3.794 -1.588 1.314
C 3.347 -1.434 -0.040
N 2.214 -4.826 2.408
H 0.556 -2.945 3.640
H 1.793 -1.639 3.400
H 2.130 -3.169 4.170
H 1.466 -3.266 1.334
H 4.149 -3.621 1.307
H 4.186 -2.715 2.858
H 4.046 -1.713 -0.828
H 2.977 -0.419 -0.181
H 2.478 -2.081 -0.165
H 1.293 -5.237 2.465
H 2.766 -5.447 1.834
C -1.052 0.141 4.546
C -1.658 1.516 4.784
C -2.210 2.087 3.508
O -3.030 1.192 2.806
C -3.623 1.584 1.533
N -2.745 1.359 5.766
H -1.712 -0.532 4.000
H -0.740 -0.380 5.451
H -0.118 0.158 3.983
H -0.856 2.174 5.121
H -1.359 2.208 2.838
H -2.770 3.010 3.655
H -3.002 1.673 0.641
H -4.202 2.503 1.621
H -4.359 0.826 1.263
H -2.913 0.364 5.736
H -3.569 1.708 5.297
C -6.865 -1.521 -5.280
C -7.568 -1.890 -3.979
C -6.588 -2.432 -2.916
O -6.065 -3.638 -3.438
C -5.088 -4.098 -2.569
N -8.348 -0.752 -3.589
H -6.483 -2.456 -5.691
H -5.984 -0.883 -5.208
H -7.554 -1.027 -5.965
H -8.125 -2.797 -4.212
H -7.125 -2.536 -1.973
H -5.722 -1.779 -2.804
H -4.590 -5.007 -2.908
H -5.338 -4.215 -1.515
H -4.320 -3.325 -2.595
H -8.295 -0.086 -4.346
H -9.308 -1.053 -3.678
C 7.007 3.400 2.283
C 5.565 3.133 2.644
C 4.988 4.293 3.600
O 5.991 4.474 4.642
C 5.852 5.489 5.550
N 4.845 3.153 1.402
H 7.713 3.531 3.103
H 7.072 4.338 1.731
H 7.502 2.649 1.667
H 5.531 2.185 3.179
H 3.931 4.177 3.840
H 4.890 5.206 3.013
H 5.193 5.389 6.412
H 5.542 6.389 5.019
H 6.873 5.678 5.882
H 5.198 2.360 0.887
H 5.018 4.006 0.888
C -3.700 1.302 -4.073
C -2.649 0.353 -4.695
O -1.422 0.490 -4.079
H -4.731 1.158 -4.396
H -3.404 2.309 -4.366
H -3.570 1.244 -2.992
H -2.539 0.780 -5.692
H -2.834 -0.721 -4.705
H -0.788 0.878 -4.686
C -2.784 -2.222 6.768
C -2.054 -3.247 5.860
O -0.718 -3.419 6.097
H -2.278 -1.279 6.563
H -2.779 -2.393 7.845
H -3.780 -2.121 6.337
H -2.192 -2.876 4.844
H -2.526 -4.211 6.044
H -0.484 -4.303 5.805
C -4.250 -3.448 2.897
C -5.509 -2.688 2.423
O -5.311 -2.360 1.077
H -4.400 -4.510 2.705
H -4.297 -3.540 3.983
H -3.310 -3.015 2.557
H -5.598 -1.703 2.881
H -6.458 -3.206 2.556
H -4.420 -2.431 0.728
C -1.416 -3.855 -1.691
C -2.089 -3.588 -0.357
O -2.801 -2.402 -0.395
H -0.910 -4.811 -1.559
H -0.769 -3.003 -1.900
H -2.121 -3.928 -2.519
H -1.409 -3.542 0.493
H -2.638 -4.474 -0.036
H -2.235 -1.734 -0.788
C -0.146 -0.347 0.537
C -0.034 -0.208 -1.013
O -1.278 -0.413 -1.613
H 0.788 0.057 0.926
H -0.249 -1.420 0.696
H -0.935 0.274 0.962
H 0.632 -0.958 -1.441
H 0.279 0.812 -1.235
H -1.223 0.041 -2.457
*
```

Kohn-Sham gap = 8.454 eV
Highest occupied orbital energy = -8.0 eV
Relative energy (zero: lowest compared OMol25 entry of this formula, charge and spin) = 3.9863 eV

These are the Mulliken partial charges, in e, on atoms 1 to 5:
1. C -0.452
2. C 0.432
3. C -0.863
4. O -0.106
5. C -0.717

# 2
ORCA calculation (ωB97M-V/def2-TZVPD) on a structure of composition C54H34Br2N6Yb in a non-equilibrium geometry.

ORCA input file:
```
! RIJCOSX wB97M-V def2-TZVPD def2/J DEFGRID3
* xyz 1 2
Yb -0.392 0.096 -0.009
C 6.170 -4.026 0.028
C 6.175 -2.639 -0.012
C 5.013 -1.926 0.238
C 3.821 -2.589 0.552
C 3.831 -3.988 0.576
C 4.990 -4.700 0.317
C 2.569 -1.856 0.817
C 1.328 -2.350 0.246
C -0.005 -2.232 0.983
C -0.959 -2.200 -0.184
C -0.189 -2.371 -1.345
C -0.688 -2.122 -2.681
C -0.334 -2.993 -3.840
C -1.336 -3.666 -4.538
C -1.024 -4.452 -5.641
C 0.294 -4.585 -6.051
C 1.299 -3.922 -5.357
C 0.993 -3.129 -4.260
C -1.441 -0.964 -2.868
N -1.448 0.067 -1.937
C -2.138 1.112 -2.467
C -2.243 2.396 -1.892
C -3.216 3.340 -2.532
C -4.581 3.197 -2.286
C -5.499 4.058 -2.874
C -5.058 5.071 -3.717
C -3.701 5.217 -3.970
C -2.784 4.355 -3.382
C -1.467 2.895 -0.830
C -1.531 4.227 -0.294
C -0.553 4.343 0.643
C 0.144 3.086 0.713
N -0.454 2.220 -0.179
C 1.250 2.800 1.532
C 1.932 1.561 1.644
C 3.185 1.372 2.322
C 3.570 0.081 2.134
C 2.555 -0.564 1.357
N 1.555 0.363 1.079
C 1.789 3.941 2.335
C 2.362 5.044 1.706
C 2.858 6.105 2.451
C 2.784 6.080 3.838
C 2.210 4.987 4.476
C 1.717 3.926 3.729
C -2.642 0.723 -3.764
C -2.175 -0.524 -4.027
N 1.162 -2.506 -1.062
H 7.079 -4.580 -0.175
H 7.087 -2.109 -0.261
H 5.014 -0.847 0.153
H 2.919 -4.522 0.822
H 4.976 -5.783 0.347
H 0.088 -1.331 1.615
H -1.994 -2.480 -0.101
H -2.367 -3.578 -4.211
H -1.815 -4.967 -6.174
H 0.537 -5.200 -6.910
H 2.330 -4.015 -5.676
H 1.778 -2.616 -3.724
H -4.922 2.397 -1.636
H -6.558 3.937 -2.676
H -5.772 5.743 -4.178
H -3.354 6.001 -4.633
H -1.723 4.467 -3.582
H -2.235 4.988 -0.605
H -0.325 5.215 1.238
H 3.724 2.136 2.862
H 4.461 -0.397 2.516
H 2.429 5.064 0.622
H 3.307 6.954 1.948
H 3.170 6.908 4.420
H 2.139 4.964 5.557
H 1.258 3.076 4.226
H -3.244 1.351 -4.408
H -2.320 -1.108 -4.926
Br -2.825 1.145 6.211
C -2.542 0.466 4.487
C -2.909 1.215 3.381
C -2.595 0.691 2.147
N -1.978 -0.483 1.942
C -1.730 -1.271 3.034
C -1.974 -0.777 4.322
C -1.318 -2.689 2.945
C -1.848 -3.616 3.849
C -1.539 -4.948 3.763
Br -2.294 -6.171 4.961
C -0.685 -5.416 2.741
C -0.183 -4.512 1.867
N -0.450 -3.185 1.988
H -3.402 2.172 3.479
H -2.863 1.244 1.252
H -1.688 -1.361 5.186
H -2.556 -3.277 4.594
H -0.448 -6.467 2.646
H 0.461 -4.784 1.041
*
```

Kohn-Sham gap (spin up / spin down) = 3.664 / 3.660 eV
Highest occupied orbital energy (spin up / spin down) = -8.2 / -8.2 eV
⟨S²⟩ = 0.81

These are the Mulliken partial charges, in e, on atoms 1 to 5:
1. Yb 1.267
2. C -0.389
3. C -0.891
4. C -0.397
5. C 0.169

# 3
ORCA calculation (ωB97M-V/def2-TZVPD) on a structure of composition C54H38Cl3MgN7O2S2 in a non-equilibrium geometry.

ORCA input file:
```
! RIJCOSX wB97M-V def2-TZVPD def2/J DEFGRID3
* xyz 2 1
Mg -1.512 -1.531 0.394
C -3.925 -5.112 1.788
C -3.580 -3.997 1.102
N -2.583 -3.221 1.487
C -1.832 -3.610 2.524
C -2.139 -4.819 3.103
N -3.223 -5.519 2.806
C -0.656 -2.768 2.796
C 0.444 -3.194 3.478
C 1.459 -2.245 3.686
C 1.258 -0.906 3.259
C 0.114 -0.532 2.553
N -0.765 -1.515 2.264
C -0.237 0.936 2.071
C 0.026 3.125 2.106
N -0.879 4.128 1.532
C -1.970 3.845 0.963
C -2.515 2.521 0.620
N -1.507 0.710 1.253
C 2.710 -2.602 4.426
C 3.929 -2.067 3.988
C 5.066 -2.461 4.644
N 5.039 -3.270 5.744
C 3.878 -3.698 6.212
C 2.663 -3.353 5.617
H -4.874 -5.593 1.508
H -4.069 -3.656 0.190
H -1.614 -5.159 3.994
H 0.639 -4.173 3.897
H 2.054 -0.179 3.447
H 0.835 3.735 2.460
H -2.527 4.699 0.574
H -3.423 2.710 0.065
H 3.972 -1.664 3.008
H 6.096 -2.120 4.416
H 3.831 -4.256 7.130
H 1.753 -3.814 5.915
C 5.137 -4.415 -3.032
C 4.256 -3.326 -2.506
C 2.895 -3.304 -2.764
C 2.045 -2.428 -2.093
C 2.597 -1.585 -1.177
C 3.969 -1.539 -0.912
C 4.759 -2.399 -1.604
S 1.450 -0.394 -0.479
O 0.103 -1.083 -0.547
C 1.457 0.937 -1.717
C 2.352 0.861 -2.830
C 2.461 1.914 -3.689
C 1.811 3.135 -3.354
C 1.975 4.250 -4.164
C 1.358 5.435 -3.917
C 0.587 5.588 -2.757
C 0.451 4.547 -1.879
C 0.978 3.263 -2.203
C 0.788 2.109 -1.405
C 0.025 2.028 -0.138
C 0.645 1.947 1.197
C 2.124 1.897 1.506
C 2.547 2.093 2.732
C 1.784 2.170 4.005
C 0.433 2.103 4.252
C -0.574 2.030 3.127
C -2.046 1.969 3.186
C -2.619 1.546 1.905
C -1.394 1.558 0.031
S -2.052 0.583 -1.422
O -2.843 -0.536 -0.773
C -3.244 1.683 -2.217
C -4.555 1.331 -2.182
C -5.484 2.115 -2.815
C -5.061 3.188 -3.603
C -6.077 4.171 -4.218
C -3.712 3.505 -3.606
C -2.773 2.795 -2.927
H 5.097 -4.706 -4.068
H 4.908 -5.303 -2.395
H 6.179 -4.147 -2.767
H 2.500 -3.998 -3.522
H 0.972 -2.327 -2.245
H 4.345 -0.777 -0.265
H 5.872 -2.471 -1.368
H 2.889 -0.058 -3.069
H 3.008 1.769 -4.605
H 2.553 4.164 -5.106
H 1.464 6.302 -4.560
H 0.115 6.551 -2.569
H -0.084 4.709 -0.951
H 2.778 1.620 0.635
H 3.643 2.069 2.809
H 2.408 2.275 4.906
H 0.134 2.095 5.279
H -2.580 2.268 4.037
H -3.589 1.068 2.011
H -4.880 0.489 -1.584
H -6.610 1.821 -2.638
H -5.767 4.436 -5.225
H -6.121 5.008 -3.523
H -7.006 3.688 -4.207
H -3.387 4.291 -4.255
H -1.710 3.098 -2.911
Cl -4.422 -4.500 -3.353
C -2.722 -3.984 -3.678
Cl -1.810 -5.371 -4.132
Cl -2.603 -2.708 -4.891
C -2.207 -3.408 -2.440
N -1.861 -3.086 -1.383
*
```

Kohn-Sham gap (spin up / spin down) = 7.367 / 7.344 eV
Highest occupied orbital energy (spin up / spin down) = -12.9 / -12.7 eV
Relative energy (zero: lowest compared OMol25 entry of this formula, charge and spin) = 6.5626 eV

These are the Mulliken partial charges, in e, on atoms 1 to 5:
1. Mg 2.571
2. C -0.468
3. C -0.161
4. N 0.157
5. C 0.151

Total energy, respectively: -3953.6482 -8713.2223 -4990.7532 hartree.